Entry 1:
Computed, not measured: a cluster of 2 separate species, C26H30F3O3 in total, with ωB97M-V/def2-TZVPD.

Each line ends with the Löwdin charge.
CARTESIAN COORDINATES (ANGSTROEM)
C  -4.4220  1.5062  -2.4994  -0.06
C  -3.6522  1.7884  -1.1989  -0.55
C  -3.2914  3.2843  -1.1936  -0.08
C  -4.6229  1.5288  -0.0417  -0.06
C  -2.3980  0.8982  -1.0501  -0.07
C  -1.1619  1.4033  -0.7200  0.03
C  0.0417  0.6186  -0.8329  -0.19
C  1.2982  1.2039  -0.5600  0.05
C  2.5319  0.6456  -1.0904  -0.50
F  3.6001  1.4948  -0.9048  0.11
F  2.8675  -0.5619  -0.4446  0.07
F  2.5050  0.3669  -2.4346  0.12
C  -0.0939  -0.8064  -1.0816  0.03
C  -1.3110  -1.4118  -1.1988  -0.07
C  -1.4240  -2.9471  -1.3476  -0.55
C  -2.2002  -3.5350  -0.1646  -0.06
C  -0.0515  -3.6310  -1.3870  -0.08
C  -2.1796  -3.3350  -2.6216  -0.06
C  -2.5330  -0.5710  -1.1759  -0.30
O  -3.6505  -1.1087  -1.2136  -0.02
H  -4.7650  0.4671  -2.5125  0.07
H  -5.3003  2.1656  -2.5308  0.08
H  -3.8038  1.7126  -3.3783  0.08
H  -2.8226  3.5930  -0.2542  0.08
H  -2.6287  3.5437  -2.0273  0.09
H  -4.2104  3.8783  -1.3110  0.08
H  -4.1592  1.7698  0.9209  0.09
H  -5.5170  2.1529  -0.1657  0.08
H  -4.9271  0.4784  -0.0576  0.07
H  -1.0100  2.4520  -0.4100  0.11
H  1.3373  2.2011  -0.1464  0.13
H  0.8451  -1.3646  -1.1183  0.10
H  -3.2219  -3.1499  -0.1637  0.07
H  -2.2395  -4.6279  -0.2535  0.08
H  -1.7176  -3.2889  0.7867  0.09
H  0.5487  -3.2899  -2.2375  0.09
H  0.5091  -3.4718  -0.4575  0.09
H  -0.1948  -4.7126  -1.5017  0.08
H  -1.6708  -2.9661  -3.5157  0.09
H  -2.2352  -4.4280  -2.6868  0.08
H  -3.1960  -2.9366  -2.5881  0.07
C  -0.1899  0.7779  3.5230  -0.02
C  0.5034  1.5473  2.3973  -0.43
C  1.6595  0.9131  1.7208  -0.06
C  2.9202  1.6452  1.7953  -0.41
C  4.2123  0.8636  1.9086  -0.16
C  4.3154  -0.2774  2.7064  -0.03
C  5.5433  -0.9591  2.8238  -0.09
C  6.6753  -0.5011  2.1377  -0.10
C  6.5757  0.6756  1.3797  -0.09
C  5.3716  1.3618  1.2921  -0.04
O  3.0035  2.8828  1.7531  0.02
O  0.0376  2.6368  2.0186  0.03
H  0.4238  -0.0510  3.8852  0.06
H  -0.4573  1.4370  4.3732  0.08
H  -1.1364  0.3998  3.0947  0.08
H  1.6703  -0.1885  1.5284  0.12
H  3.4081  -0.6173  3.2142  0.11
H  5.6032  -1.8546  3.4445  0.09
H  7.6258  -1.0350  2.2101  0.09
H  7.4449  1.0483  0.8449  0.09
H  5.3168  2.2854  0.7192  0.11

As for the spin multiplicity: 1. Its total charge is -1. For the lowest unoccupied orbital energy, the calculation gives 2.117 eV.

---

Entry 2:
Computed, not measured: a cluster of 2 separate species, C6H15O2 in total, with ωB97M-V/def2-TZVPD.

Each line ends with the Löwdin charge.
CARTESIAN COORDINATES (ANGSTROEM)
C  -0.3767  -2.0149  0.7782  -0.28
O  -1.1446  -3.0966  0.5563  -0.03
C  -1.1769  -0.5031  0.7089  -0.08
C  -0.5966  0.3631  -0.5083  -0.22
C  0.7968  0.8513  -0.2801  -0.24
C  1.1581  1.7733  -1.4590  -0.25
C  1.2807  3.3265  -1.1714  -0.09
H  0.3800  -1.9277  -0.0179  0.13
H  0.3173  -2.0611  1.6175  0.11
H  -1.0742  -0.0340  1.6197  0.07
H  -2.1566  -0.9515  0.5052  0.10
H  -0.4346  -0.3915  -1.3264  0.13
H  -1.4237  1.0451  -0.5345  0.11
H  0.9853  1.4850  0.6058  0.11
H  1.4951  -0.0344  -0.2342  0.12
H  0.5018  1.7398  -2.3398  0.10
H  2.1081  1.4957  -1.8630  0.08
H  1.4951  3.4557  -0.0926  0.07
H  2.1038  3.6803  -1.7603  0.06
H  0.3629  3.8195  -1.3989  0.05
H  -1.9557  -4.1852  1.6649  0.03
H  -0.9584  -3.5442  2.2829  0.08
O  -1.6870  -4.2911  2.6472  -0.17

The expectation value of S² is 0.755. As for the spin multiplicity: 2. For the lowest unoccupied orbital energy (spin up / spin down), the calculation gives 0.830 / -2.464 eV.

---

Entry 3:
Computed, not measured: a structure of composition C35H46HgI2N3O2, with ωB97M-V/def2-TZVPD.

Each line ends with the Löwdin charge.
CARTESIAN COORDINATES (ANGSTROEM)
Hg  -2.3019  1.5002  -0.7717  0.79
C  2.6100  1.4779  5.4818  -0.06
C  2.6504  0.9542  4.0410  -0.55
C  3.7397  1.7406  3.2967  -0.04
C  3.0140  -0.5386  4.0583  -0.04
C  1.3210  1.1110  3.3167  -0.16
C  1.2416  0.8846  1.9723  0.04
C  0.0409  1.0898  1.2565  -0.17
N  -0.1692  0.8902  -0.0364  0.09
C  0.5439  0.3010  -0.9925  -0.17
C  1.6134  -0.6038  -0.8193  0.03
C  2.3010  -1.1120  -1.8882  -0.15
C  1.9041  -0.7051  -3.1867  0.06
C  0.8395  0.1125  -3.4512  -0.08
C  0.0896  0.6385  -2.3439  -0.28
O  -0.9063  1.4016  -2.4942  -0.17
C  0.4370  0.5071  -4.8686  -0.53
C  0.5376  2.0344  -4.9762  -0.03
C  -1.0097  0.0766  -5.1390  -0.04
C  1.3231  -0.1343  -5.9379  -0.06
C  3.5017  -2.0267  -1.6650  -0.55
C  3.0961  -3.2950  -0.9012  -0.04
C  4.5354  -1.2431  -0.8411  -0.04
C  4.1706  -2.4637  -2.9720  -0.06
C  -1.1103  1.6583  1.9627  -0.27
O  -2.1130  2.0730  1.3228  -0.17
C  -1.0614  1.6878  3.3994  -0.08
C  0.1311  1.4409  4.0166  0.06
C  -2.3387  2.0327  4.1498  -0.54
C  -2.6979  3.4967  3.8669  -0.03
C  -3.4791  1.1217  3.6674  -0.05
C  -2.1972  1.8387  5.6608  -0.06
H  3.6124  1.4364  5.9067  0.09
H  1.9632  0.8716  6.1140  0.08
H  2.2780  2.5156  5.5025  0.09
H  4.6813  1.6903  3.8408  0.08
H  3.4496  2.7859  3.2127  0.09
H  3.9108  1.3419  2.3004  0.07
H  3.9473  -0.6976  4.5952  0.09
H  3.1337  -0.9155  3.0441  0.07
H  2.2322  -1.1134  4.5522  0.09
H  2.1168  0.6080  1.4114  0.10
H  1.8292  -0.9380  0.1826  0.10
H  2.4630  -1.0843  -4.0224  0.09
H  -0.1507  2.4946  -4.2728  0.08
H  0.2676  2.3635  -5.9764  0.09
H  1.5510  2.3645  -4.7525  0.09
H  -1.6837  0.6574  -4.5181  0.07
H  -1.1306  -0.9849  -4.9282  0.08
H  -1.2804  0.2576  -6.1772  0.09
H  2.3560  0.1908  -5.8453  0.09
H  0.9642  0.1698  -6.9179  0.08
H  1.2756  -1.2205  -5.8899  0.09
H  2.6982  -3.0676  0.0844  0.07
H  3.9665  -3.9357  -0.7721  0.08
H  2.3460  -3.8523  -1.4575  0.09
H  4.1418  -0.9858  0.1385  0.07
H  4.8010  -0.3238  -1.3581  0.09
H  5.4417  -1.8272  -0.6972  0.09
H  3.4841  -3.0401  -3.5897  0.09
H  5.0249  -3.0969  -2.7378  0.09
H  4.5347  -1.6055  -3.5335  0.09
H  0.1844  1.5177  5.0879  0.09
H  -2.8726  3.6379  2.8048  0.08
H  -1.8861  4.1504  4.1811  0.09
H  -3.6025  3.7760  4.4029  0.09
H  -3.6804  1.2936  2.6138  0.07
H  -4.3924  1.3326  4.2207  0.09
H  -3.2141  0.0749  3.8235  0.08
H  -1.4593  2.5179  6.0811  0.08
H  -1.9177  0.8134  5.8981  0.09
H  -3.1540  2.0483  6.1349  0.09
I  -4.6223  2.3580  -1.5696  0.00
I  -7.3014  3.8132  -2.6384  -0.12
N  -4.1728  -2.5342  0.4444  0.13
C  -3.5892  -1.3509  0.7337  -0.13
N  -3.0718  -0.7665  -0.3131  0.05
C  -3.3400  -1.6046  -1.3737  -0.24
C  -3.0470  -1.4643  -2.7212  -0.01
C  -3.4394  -2.4754  -3.5693  -0.08
C  -4.1111  -3.6053  -3.0987  -0.09
C  -4.4252  -3.7547  -1.7636  -0.02
C  -4.0352  -2.7359  -0.9071  -0.19
H  -4.6619  -3.1355  1.0857  0.16
H  -3.5607  -0.9445  1.7264  0.11
H  -2.5376  -0.5845  -3.0735  0.07
H  -3.2293  -2.3886  -4.6235  0.10
H  -4.3907  -4.3717  -3.8056  0.10
H  -4.9525  -4.6237  -1.4054  0.11

The expectation value of S² is 0.757. As for the spin multiplicity: 2. For the lowest unoccupied orbital energy (spin up / spin down), the calculation gives -2.095 / -2.146 eV.

---

Entry 4:
Computed, not measured: a structure of composition C16H14F2N2OPdSTe4, with ωB97M-V/def2-TZVPD.

Each line ends with the Löwdin charge.
CARTESIAN COORDINATES (ANGSTROEM)
Pd  0.7010  -0.3062  -0.9156  0.29
S  -1.8189  0.0820  3.4583  1.14
C  -3.2970  -0.5462  2.7995  -0.45
C  -4.3032  -1.2645  3.4397  -0.08
C  -5.3947  -1.6521  2.6899  -0.08
C  -5.4906  -1.3305  1.3299  -0.07
C  -4.5030  -0.6077  0.6964  -0.01
C  -3.3960  -0.2106  1.4440  -0.30
N  -2.3295  0.5434  0.9943  -0.11
C  -1.4490  0.7693  1.9128  -0.56
C  -0.2725  1.5812  1.5953  -0.27
C  0.5365  2.0851  2.6097  -0.04
C  1.6213  2.8925  2.3097  -0.07
C  1.9009  3.2074  0.9885  -0.07
C  1.1049  2.7158  -0.0373  -0.14
C  0.0251  1.8936  0.2519  -0.48
H  -4.2319  -1.5107  4.4904  0.11
H  -6.1903  -2.2133  3.1613  0.11
H  -6.3571  -1.6527  0.7683  0.11
H  -4.5755  -0.3540  -0.3525  0.11
H  0.3074  1.8520  3.6430  0.10
H  2.2421  3.2815  3.1052  0.11
H  2.7511  3.8329  0.7496  0.11
H  1.3190  2.9661  -1.0697  0.09
Te  2.1171  -0.2405  -5.7664  -0.03
Te  4.3954  -1.1556  -6.6428  0.02
Te  0.1692  0.4361  -3.4884  0.08
Te  -1.3952  1.1061  -1.2006  0.99
F  -1.2797  -2.3893  -0.4914  -0.07
C  0.0691  -2.2199  -0.2979  -0.36
F  0.1878  -1.9541  1.0760  -0.09
H  0.5491  -3.1861  -0.4646  0.09
C  4.2478  0.3680  -2.4868  -0.02
C  3.6668  -0.9746  -2.1375  -0.60
N  4.0747  -2.0207  -2.8731  0.18
O  2.8633  -1.1178  -1.2168  -0.08
H  4.5846  0.4159  -3.5215  0.04
H  5.0913  0.5676  -1.8242  0.09
H  3.4846  1.1253  -2.3183  0.06
H  4.6026  -1.8908  -3.7201  0.01
H  3.6715  -2.9238  -2.6880  0.12

The expectation value of S² is 6.050. As for the spin multiplicity: 5. For the lowest unoccupied orbital energy (spin up / spin down), the calculation gives -0.585 / -2.033 eV.

---

Max |F| / hartree/bohr: 0.0566 0.1133 0.0277 0.0252